# 1
Below is a single C5H8N2 molecule, with properties calculated with ωB97M-V with the def2-TZVPD basis set.

Last column: Löwdin charge in e.
Atoms and positions in Å:
C  1.62757  -0.65043  -0.32310  -0.040
N  0.36931  -0.22404  0.24425  -0.110
C  0.00878  -0.09840  1.64936  -0.234
C  -1.41303  0.29281  1.75523  -0.055
C  -1.69875  0.65347  0.43097  -0.141
C  -0.66780  0.27765  -0.44789  -0.357
N  -0.58886  0.41878  -1.81327  0.149
H  2.04922  0.12434  -0.97453  0.090
H  2.33289  -0.84788  0.48682  0.090
H  1.51946  -1.57800  -0.90320  0.089
H  0.53120  -0.80094  2.30262  0.116
H  0.16034  0.93522  2.05608  0.129
H  -2.61250  1.13369  0.09510  0.075
H  -0.16408  -0.35061  -2.31482  0.097
H  -1.45375  0.71434  -2.24360  0.102

Relative energy (zero: lowest compared OMol25 entry of this formula, charge and spin) in eV: 2.958
Molar mass in g mol⁻¹: 96.1
Charge: 0
Lowest unoccupied orbital energy in eV: 0.592
Maximum force in eV/A: 0.89
2S+1: 1
HOMO level in eV: -7.56


# 2
Below is C4H6IN3 as an isolated structure, with properties calculated with ωB97M-V with the def2-TZVPD basis set.

Last column: Löwdin charge in e.
Atoms and positions in Å:
C  0.94571  -0.59263  0.74815  -0.187
C  -0.11842  -0.79235  -0.13464  -0.375
C  1.53173  0.84252  0.87281  -0.596
C  -1.54589  -0.63524  -0.42006  0.020
N  0.89909  -1.35868  -0.56670  0.233
N  1.78725  1.05498  2.10910  -0.442
N  1.67930  1.59973  -0.21131  0.136
I  2.64190  2.80427  2.63461  0.667
H  0.92364  -1.08488  1.78583  0.148
H  -1.96912  0.34628  -0.40441  0.092
H  -1.88266  -1.26765  -1.16648  0.069
H  -1.88439  -1.07132  0.43114  0.059
H  1.09695  1.39619  -1.04605  0.123
H  1.75350  2.59929  -0.08775  0.051

Relative energy (zero: lowest compared OMol25 entry of this formula, charge and spin) in eV: 1.181
Molar mass in g mol⁻¹: 223.0
Charge: 0
Lowest unoccupied orbital energy (alpha / beta) in eV: 0.484 / -2.590
Maximum force in eV/A: 4.80
2S+1: 3
HOMO level (alpha / beta) in eV: -5.35 / -8.69